14
Properties=species:S:1:pos:R:3 method="wB97M-V/def2-TZVPD" homo_ha="-0.28259 / -0.33827" largest_force_ev_per_a=1.99
C -0.184 1.388 -0.073
C -2.997 0.367 -0.173
C 0.954 2.014 -0.124
C -0.584 0.036 0.403
C -0.065 -1.041 -0.556
N -2.041 -0.117 0.573
O -4.181 0.283 -0.253
H 1.905 1.611 0.238
H 1.026 3.008 -0.537
H -0.176 -0.137 1.411
H -0.362 -0.807 -1.574
H -0.461 -2.020 -0.288
H 1.020 -1.080 -0.513
H -2.299 -0.817 1.281



14
Properties=species:S:1:pos:R:3 method="wB97M-V/def2-TZVPD" homo_ha=-0.33424 largest_force_ev_per_a=0.69 smiles=OCC#C[C@H]1CN1
O 1.482 -1.299 0.650
C 2.141 -0.377 -0.234
C 1.198 0.700 -0.594
C 0.092 1.171 -0.454
C -1.260 1.103 0.066
C -2.109 -0.009 -0.441
N -1.381 -0.167 0.805
H 1.539 -0.963 1.555
H 3.053 0.004 0.233
H 2.424 -0.961 -1.114
H -1.702 1.983 0.526
H -1.776 -0.522 -1.339
H -3.189 0.043 -0.326
H -0.512 -0.706 0.667



14
Properties=species:S:1:pos:R:3 method="wB97M-V/def2-TZVPD" homo_ha=-0.30652 largest_force_ev_per_a=4.10 smiles=Cc1cocc1N
C 1.820 -1.255 -0.015
C 0.381 -0.623 -0.001
C -0.795 -1.273 -0.024
O -1.819 -0.395 -0.007
C -1.291 0.828 0.049
C 0.057 0.808 -0.081
N 1.092 1.766 -0.079
H 2.353 -1.000 -1.025
H 2.342 -0.718 0.779
H 1.806 -2.344 0.284
H -1.058 -2.304 0.156
H -1.981 1.678 0.099
H 1.648 1.841 0.944
H 0.762 2.730 -0.198



14
Properties=species:S:1:pos:R:3 method="wB97M-V/def2-TZVPD" homo_ha=-0.32905 largest_force_ev_per_a=3.38
C -1.927 0.162 0.225
C -0.467 -0.201 -0.030
N 0.068 -1.224 0.874
C 0.695 0.068 0.846
C 1.662 0.321 -0.260
C 0.842 0.005 -1.419
O 1.035 0.058 -2.602
H -2.229 1.086 -0.274
H -2.129 0.285 1.304
H -2.597 -0.635 -0.117
H 0.638 -1.948 0.452
H 0.738 0.698 1.731
H 2.737 0.046 -0.139
H 0.934 1.280 -0.591



Result set for molar mass: 97.117 97.117 97.117 97.117 g mol⁻¹, one per record in the order listed.
Result set for energy above the lowest of the compared OMol25 structures with the same formula, charge and spin: 427.44 390.64 163.20 482.08 kJ/mol, one per record in the order listed.
Result set for E_tot: -8831.773 -8832.154 -8834.511 -8831.206 eV, one per record in the order listed.